# 1
A gas-phase ion, C5H11BrN (charge +1) at a distorted geometry, computed with ωB97M-V/def2-TZVPD.

As for the LUMO energy: -3.496 eV. The electronic energy is -2825.551027 Ha. The highest occupied orbital energy comes out at -12.939 eV. As for the net charge: +1. For the relative energy (zero: lowest compared OMol25 entry of this formula, charge and spin), the calculation gives 54.0 kcal per mole. As for the largest force on an atom: 6.1 eV/Å.

Cartesian coordinates (Å):
C (0.60667, 1.01785, -2.21803)
C (0.42779, 0.18839, -1.03291)
C (0.80104, -1.27444, -1.21288)
C (-0.14016, 0.60635, 0.13467)
Br (-0.45414, 2.46747, 0.62416)
C (-0.35603, -0.55947, 1.54354)
N (-1.24580, 0.15038, 2.51005)
H (1.74888, 1.19352, -2.17955)
H (0.19077, 1.94813, -2.22119)
H (0.34121, 0.40849, -3.01030)
H (0.99777, -1.81933, -0.27432)
H (1.59858, -1.39108, -1.93741)
H (-0.04175, -1.79793, -1.60716)
H (-0.89179, -1.27348, 1.07497)
H (0.61728, -0.82682, 1.87594)
H (-0.95166, 1.23449, 2.36283)
H (-1.04772, -0.21042, 3.38592)
H (-2.20094, -0.06210, 2.18167)

***

# 2
7 unconnected molecules or ions with the total composition C31H50N6O5 at a distorted geometry, computed with ωB97M-V/def2-TZVPD.

As for the LUMO energy: -1.132 eV. The electronic energy is -1915.805108 Ha. The highest occupied orbital energy comes out at -9.529 eV. As for the net charge: 0. As for the largest force on an atom: 4.6 eV/Å.

Cartesian coordinates (Å):
C (5.29845, -0.93470, 1.09838)
C (4.04501, -0.70863, 0.13762)
O (2.76588, -0.68458, 0.85761)
C (1.78665, -0.28086, -0.16490)
C (0.28249, -0.39009, 0.33930)
C (-0.48274, -1.56698, 0.11746)
O (-0.09050, -2.75992, -0.52986)
C (-1.91417, -1.23181, 0.72196)
O (-2.84016, -2.05032, 0.57449)
O (-1.92076, 0.05345, 1.33888)
C (-0.64942, 0.65786, 1.07426)
O (-0.40528, 1.83473, 1.36114)
H (5.24416, -1.91586, 1.71822)
H (5.56100, -0.03012, 1.75500)
H (6.21324, -1.07736, 0.40696)
H (4.03862, -1.53934, -0.64910)
H (4.20649, 0.28375, -0.41045)
H (1.92032, -0.98416, -1.07010)
H (2.00523, 0.80877, -0.42068)
H (0.11763, -3.42458, 0.16203)
C (5.42083, -0.01175, 5.20501)
C (5.52654, -1.05375, 6.31384)
C (6.43882, -2.22586, 5.94417)
C (5.90194, -2.92773, 4.73144)
N (5.48068, -3.47601, 3.77802)
H (4.97706, -0.43132, 4.29843)
H (4.78496, 0.81774, 5.52301)
H (6.40568, 0.39216, 4.95141)
H (4.52383, -1.42442, 6.54886)
H (5.91201, -0.57363, 7.21786)
H (6.49267, -2.93662, 6.77255)
H (7.45201, -1.87298, 5.73405)
C (-2.97608, 5.34179, -0.92627)
C (-3.71019, 4.03460, -0.64522)
C (-2.76395, 2.84330, -0.48178)
C (-1.97382, 2.63899, -1.74206)
N (-1.35378, 2.47850, -2.73234)
H (-2.42214, 5.29871, -1.86741)
H (-3.68513, 6.16924, -1.00676)
H (-2.27222, 5.57522, -0.12156)
H (-4.41338, 3.84049, -1.46178)
H (-4.30114, 4.14746, 0.26791)
H (-3.33581, 1.93666, -0.26927)
H (-2.07492, 3.01131, 0.34894)
C (-7.58602, -1.36091, 0.45043)
C (-6.84646, -0.93031, -0.81185)
C (-5.43395, -0.41393, -0.52702)
C (-5.50133, 0.78485, 0.37344)
N (-5.55421, 1.72705, 1.07984)
H (-7.73178, -0.52353, 1.13752)
H (-8.57578, -1.74839, 0.19704)
H (-7.03725, -2.14727, 0.97718)
H (-7.43017, -0.15433, -1.31748)
H (-6.78342, -1.78197, -1.49523)
H (-4.94178, -0.13143, -1.46150)
H (-4.83064, -1.18981, -0.04716)
C (7.54575, -8.59337, 2.45814)
C (7.09825, -7.22272, 2.95566)
C (5.83588, -6.71715, 2.25398)
C (6.08902, -6.58849, 0.78013)
N (6.28919, -6.48753, -0.37663)
H (7.81007, -8.57053, 1.39794)
H (8.43098, -8.92587, 3.00584)
H (6.75748, -9.33878, 2.60074)
H (7.91464, -6.50852, 2.80911)
H (6.90940, -7.27926, 4.03164)
H (5.54889, -5.74086, 2.65327)
H (5.00359, -7.40755, 2.41594)
C (0.94745, -0.02933, -5.60090)
C (0.55123, -1.44079, -5.17958)
C (0.49581, -1.61466, -3.66006)
C (1.84562, -1.34171, -3.06547)
N (2.90701, -1.12679, -2.59447)
H (1.95299, 0.22649, -5.25722)
H (0.94571, 0.05613, -6.69014)
H (0.24791, 0.71045, -5.20026)
H (1.26403, -2.15241, -5.60827)
H (-0.43037, -1.67556, -5.60089)
H (0.19559, -2.63474, -3.40800)
H (-0.23412, -0.92814, -3.22116)
C (-7.80092, 7.41191, -3.94328)
C (-7.41736, 7.37203, -2.46776)
C (-6.39530, 8.44644, -2.08899)
C (-5.13227, 8.25074, -2.87608)
N (-4.13678, 8.10118, -3.50452)
H (-6.94123, 7.21445, -4.58852)
H (-8.55181, 6.64867, -4.16108)
H (-8.21803, 8.38663, -4.21375)
H (-7.01744, 6.38071, -2.23194)
H (-8.31813, 7.50780, -1.86227)
H (-6.16359, 8.38562, -1.02268)
H (-6.79299, 9.44416, -2.29299)

***

# 3
A molecular structure, C2HFN2O at a distorted geometry, computed with ωB97M-V/def2-TZVPD.

As for the LUMO energy (spin up / spin down): -4.316 / -4.317 eV. The electronic energy is -361.154681 Ha. The highest occupied orbital energy (spin up / spin down) comes out at -11.849 / -11.845 eV. As for the net charge: 0. For the relative energy (zero: lowest compared OMol25 entry of this formula, charge and spin), the calculation gives 149.0 kcal per mole. As for the largest force on an atom: 3.1 eV/Å.

Cartesian coordinates (Å):
C (-0.20651, 0.30415, -0.00704)
C (-2.08420, 1.00750, 0.14643)
N (-1.34349, -0.00585, 0.54834)
N (-1.55650, 1.90839, -0.59567)
O (-0.26874, 1.43863, -0.70122)
F (-4.54821, 0.44668, 0.76748)
H (0.70790, -0.25527, 0.05007)

***

# 4
A molecular structure, C44H66N2O5PSSeSiTa, computed with ωB97M-V/def2-TZVPD.

As for the LUMO energy: -6.011 eV. The electronic energy is -5689.183518 Ha. The highest occupied orbital energy comes out at -13.295 eV. As for the net charge: +2. For the relative energy (zero: lowest compared OMol25 entry of this formula, charge and spin), the calculation gives 24.9 kcal per mole. As for the largest force on an atom: 0.6 eV/Å.

Cartesian coordinates (Å):
Ta (-0.91736, -0.90769, -0.59118)
C (2.46654, 4.10910, 4.49842)
C (2.04493, 2.68722, 4.89794)
C (1.18120, 2.73976, 6.16715)
C (3.30291, 1.87206, 5.19741)
C (1.23107, 2.07838, 3.76178)
C (1.61099, 0.91532, 3.10675)
C (0.83402, 0.44825, 2.06493)
Se (1.33790, -1.11042, 1.06925)
C (2.48585, -0.33237, -0.25102)
C (3.77326, 0.03430, 0.08494)
C (4.58204, 0.61446, -0.88253)
C (4.04228, 0.73714, -2.16016)
C (2.76138, 0.33625, -2.54655)
C (1.94637, -0.18439, -1.53200)
O (0.64279, -0.55894, -1.69453)
C (2.38466, 0.53014, -4.02812)
C (3.49821, -0.05923, -4.91681)
C (2.26107, 2.03435, -4.31170)
C (1.09269, -0.16492, -4.46177)
C (6.00051, 1.09723, -0.59710)
C (6.38457, 0.89083, 0.86852)
C (6.09444, 2.59596, -0.92058)
C (6.98728, 0.31701, -1.47843)
C (-0.32861, 1.08764, 1.65198)
O (-0.97575, 0.52660, 0.58171)
C (-0.77660, 2.22859, 2.32823)
C (0.04270, 2.68953, 3.35322)
C (-2.13114, 2.87918, 2.02456)
C (-2.38738, 4.09737, 2.91590)
C (-3.24307, 1.85411, 2.29500)
C (-2.19820, 3.34145, 0.56471)
H (3.05465, 4.55795, 5.29928)
H (1.60607, 4.75389, 4.31767)
H (3.07693, 4.09280, 3.59367)
H (1.75521, 3.17268, 6.98670)
H (0.86557, 1.73817, 6.46374)
H (0.28974, 3.35179, 6.02849)
H (3.85335, 2.34414, 6.01043)
H (3.97022, 1.82681, 4.33381)
H (3.06127, 0.85542, 5.51354)
H (2.50305, 0.37465, 3.39062)
H (4.12373, -0.11911, 1.09609)
H (4.67358, 1.17574, -2.91862)
H (4.45517, 0.43945, -4.78325)
H (3.22186, 0.05041, -5.96578)
H (3.63616, -1.12185, -4.70998)
H (3.20042, 2.55462, -4.12618)
H (1.49402, 2.49291, -3.68443)
H (1.98654, 2.19484, -5.35518)
H (1.14250, -1.23581, -4.27470)
H (0.96614, -0.02133, -5.53540)
H (0.20879, 0.23532, -3.96869)
H (5.72149, 1.44220, 1.53895)
H (7.39655, 1.25946, 1.03251)
H (6.37257, -0.16549, 1.14398)
H (5.39996, 3.17137, -0.30591)
H (5.87316, 2.79949, -1.96880)
H (7.10441, 2.95476, -0.72063)
H (6.93542, -0.75240, -1.26838)
H (8.00507, 0.65442, -1.28112)
H (6.78767, 0.46689, -2.53997)
H (-0.26951, 3.57428, 3.88680)
H (-2.40771, 3.83013, 3.97301)
H (-3.36087, 4.51963, 2.66736)
H (-1.64134, 4.87850, 2.76173)
H (-3.21482, 1.52599, 3.33571)
H (-3.16111, 0.97748, 1.65350)
H (-4.21517, 2.31435, 2.11292)
H (-1.40535, 4.05896, 0.34375)
H (-3.15779, 3.82437, 0.37441)
H (-2.10960, 2.49651, -0.11279)
C (-6.13383, -5.06882, 1.55466)
Si (-5.68372, -3.25518, 1.58593)
C (-6.19717, -2.42964, 3.17952)
C (-6.45252, -2.40290, 0.11313)
C (-3.76065, -3.22152, 1.60512)
C (-3.11645, -4.08843, 2.47819)
C (-1.72513, -4.12873, 2.58095)
C (-0.98572, -3.28342, 1.80134)
N (-1.56702, -2.41631, 0.94822)
C (-2.91798, -2.39656, 0.85517)
S (-3.41986, -1.20255, -0.30972)
H (-7.22070, -5.17070, 1.53115)
H (-5.78200, -5.60817, 2.43498)
H (-5.73701, -5.56865, 0.66945)
H (-7.28386, -2.45821, 3.28148)
H (-5.88825, -1.38303, 3.20657)
H (-5.77022, -2.93004, 4.05024)
H (-7.53075, -2.57386, 0.14957)
H (-6.08876, -2.80443, -0.83383)
H (-6.29009, -1.32559, 0.12148)
H (-3.70266, -4.75717, 3.09652)
H (-1.22893, -4.80568, 3.26060)
H (0.09353, -3.28657, 1.85635)
C (-0.58281, -5.74796, -3.98451)
O (-1.17820, -4.76750, -3.10926)
P (-0.75877, -3.22421, -3.19958)
O (-2.18361, -2.52013, -2.86098)
C (-3.14583, -2.43870, -3.92940)
O (-0.36059, -2.97063, -1.54314)
C (0.87283, -3.61947, -1.16110)
H (-1.38236, -6.36937, -4.37708)
H (0.10420, -6.36800, -3.41160)
H (-0.04943, -5.27187, -4.80843)
H (-4.06772, -2.06441, -3.49200)
H (-3.34135, -3.43144, -4.33482)
H (-2.79760, -1.77514, -4.72177)
H (0.74628, -4.02389, -0.15936)
H (1.69936, -2.90868, -1.19802)
H (1.08914, -4.45230, -1.82858)
C (-2.54679, 2.91276, -3.55612)
C (-3.41528, 1.85836, -3.32788)
C (-2.96756, 0.76310, -2.61496)
N (-1.71737, 0.67661, -2.13590)
C (-0.87381, 1.70149, -2.36661)
C (-1.25204, 2.82735, -3.06751)
H (-2.87433, 3.78528, -4.10485)
H (-4.43238, 1.86971, -3.69169)
H (-3.61218, -0.07924, -2.44011)
H (0.12541, 1.61325, -1.97206)
H (-0.53700, 3.62248, -3.21853)